Run a
ORCA calculation (ωB97M-V/def2-TZVPD) on a cluster of 2 separate species, C2H12N4 in total.

Bonds (Å) are listed after each position.
CARTESIAN COORDINATES (ANGSTROEM)
1 N -0.095 -0.373 -1.724  C5 1.462, H14 1.015, H18 1.011
2 N -2.451 -0.474 -1.284  C5 1.455, H11 1.009, H12 1.009
3 N 1.968 -0.779 0.957  C6 1.474, H15 1.017, H17 1.012
4 N 0.323 0.669 2.016  C6 1.469, H7 1.011, H13 1.008
5 C -1.302 0.404 -1.445  N1 1.462, N2 1.455, H10 1.094, H16 1.086
6 C 1.694 0.563 1.499  N3 1.474, N4 1.469, H8 1.097, H9 1.086
7 H -0.027 1.612 1.906  N4 1.011
8 H 2.380 0.832 2.311  C6 1.097
9 H 1.835 1.303 0.716  C6 1.086
10 H -1.130 0.989 -0.536  C5 1.094
11 H -3.294 -0.097 -1.692  N2 1.009
12 H -2.648 -0.737 -0.331  N2 1.009
13 H -0.277 -0.064 1.671  N4 1.008
14 H 0.471 0.160 -2.377  N1 1.015
15 H 1.186 -1.358 1.250  N3 1.017
16 H -1.540 1.110 -2.236  C5 1.086
17 H 2.774 -1.148 1.446  N3 1.012
18 H -0.325 -1.262 -2.148  N1 1.011

Properties
* gap between HOMO and LUMO: 9.6 eV
* SMILES string: NCN.NCN
* lowest unoccupied orbital energy: 1.0 eV
* highest occupied orbital energy: -8.62 eV
* total charge: 0

***

Run b
ORCA calculation (ωB97M-V/def2-TZVPD) on a cluster of 2 separate species, C2H12N4 in total.

Bonds (Å) are listed after each position.
CARTESIAN COORDINATES (ANGSTROEM)
1 N 2.532 1.817 -0.924  C5 1.455, H12 0.990, H13 0.908
2 N -1.641 -1.257 -0.923  C6 1.551, H7 1.009, H10 1.023
3 N 2.646 -0.177 0.653  C5 1.445, H16 1.003, H17 0.961
4 N -3.336 -0.633 0.956  C6 1.469, H15 1.072, H18 1.031
5 C 2.729 1.243 0.398  N1 1.455, N3 1.445, H8 1.198, H9 1.100
6 C -3.002 -0.661 -0.475  N2 1.551, N4 1.469, H11 1.068, H14 1.110
7 H -1.633 -2.216 -1.237  N2 1.009
8 H 3.852 1.572 0.654  C5 1.198
9 H 2.076 1.788 1.095  C5 1.100
10 H -1.117 -1.225 -0.045  N2 1.023
11 H -3.124 0.365 -0.742  C6 1.068
12 H 1.680 1.496 -1.312  N1 0.990
13 H 3.310 1.848 -1.390  N1 0.908
14 H -3.756 -1.310 -0.965  C6 1.110
15 H -2.850 0.013 1.660  N4 1.072
16 H 1.798 -0.398 1.142  N3 1.003
17 H 3.048 -0.743 -0.012  N3 0.961
18 H -3.212 -1.521 1.465  N4 1.031

Properties
* gap between HOMO and LUMO: 9.6 eV
* SMILES string: NCN.NCN
* lowest unoccupied orbital energy: 0.8 eV
* highest occupied orbital energy: -8.78 eV
* total charge: 0

***

Which is most stable, and by how much? run a, by 0.0308 hartree.

***

Run a
ORCA calculation (ωB97M-V/def2-TZVPD) on a cluster of 2 separate species, C3H11N3 in total.

Bonds (Å) are listed after each position.
CARTESIAN COORDINATES (ANGSTROEM)
1 N 0.563 -0.996 -1.005  C5 1.469, H12 1.014, H16 1.017
2 N 1.897 2.326 0.043  C4 1.385, H7 1.008, H17 1.010
3 N -0.286 2.111 0.765  C4 1.266, H10 1.016
4 C 0.953 2.004 1.003  N2 1.385, N3 1.266, H14 1.086
5 C -0.468 -2.033 -0.864  N1 1.469, C6 1.538, H8 1.088, H9 1.078
6 C -1.653 -1.631 0.030  C5 1.538, H11 1.106, H13 1.086, H15 1.091
7 H 2.807 2.543 0.419  N2 1.008
8 H 0.008 -2.903 -0.415  C5 1.088
9 H -0.846 -2.299 -1.838  C5 1.078
10 H -0.802 1.766 1.570  N3 1.016
11 H -2.317 -2.513 0.104  C6 1.106
12 H 0.567 -0.464 -0.142  N1 1.014
13 H -2.237 -0.855 -0.455  C6 1.086
14 H 1.376 1.647 1.938  C4 1.086
15 H -1.320 -1.465 1.056  C6 1.091
16 H 0.199 -0.308 -1.660  N1 1.017
17 H 1.560 3.072 -0.550  N2 1.010

Properties
* gap between HOMO and LUMO: 10.0 eV
* SMILES string: [H]/N=C/N.CCN
* lowest unoccupied orbital energy: 0.9 eV
* highest occupied orbital energy: -9.07 eV
* total charge: 0

***

Run b
ORCA calculation (ωB97M-V/def2-TZVPD) on a cluster of 2 separate species, C3H11N3 in total.

Bonds (Å) are listed after each position.
CARTESIAN COORDINATES (ANGSTROEM)
1 N -2.012 1.479 0.837  H8 1.023, H11 1.024, H15 1.065
2 N 1.143 0.916 -0.670  C6 1.375, H13 1.016, H17 1.013
3 N -0.960 -0.864 -1.657  C5 1.381, H7 1.013, H9 1.017
4 C 1.369 -0.505 1.315  C6 1.506, H12 1.094, H14 1.095, H16 1.095
5 C -0.355 -0.944 -0.418  N3 1.381, C6 1.358, H10 1.090
6 C 0.694 -0.194 0.006  N2 1.375, C4 1.506, C5 1.358
7 H -0.439 -0.376 -2.377  N3 1.013
8 H -1.100 1.895 1.043  N1 1.023
9 H -1.354 -1.739 -1.994  N3 1.017
10 H -0.573 -1.885 0.089  C5 1.090
11 H -2.114 1.367 -0.176  N1 1.024
12 H 0.811 -1.243 1.900  C4 1.094
13 H 2.107 1.175 -0.481  N2 1.016
14 H 1.465 0.400 1.923  C4 1.095
15 H -1.929 0.472 1.172  N1 1.065
16 H 2.372 -0.904 1.131  C4 1.095
17 H 0.874 0.949 -1.646  N2 1.013

Properties
* gap between HOMO and LUMO: 7.9 eV
* SMILES string: C/C(N)=C/N.N
* lowest unoccupied orbital energy: 0.9 eV
* highest occupied orbital energy: -7.05 eV
* total charge: 0

***

Run c
ORCA calculation (ωB97M-V/def2-TZVPD) on the molecule C3H11N3.

Bonds (Å) are listed after each position.
CARTESIAN COORDINATES (ANGSTROEM)
1 N 1.292 -1.443 -0.129  C4 1.452, H9 1.013, H14 1.014
2 N -1.402 -0.534 -0.471  N3 1.416, C6 1.453, H13 1.018
3 N -0.231 0.197 -0.783  N2 1.416, C4 1.451, H10 1.022
4 C 0.856 -0.084 0.137  N1 1.452, N3 1.451, C5 1.526, H17 1.119
5 C 2.006 0.881 -0.137  C4 1.526, H7 1.088, H12 1.086, H15 1.085
6 C -2.304 0.122 0.461  N2 1.453, H8 1.091, H11 1.101, H16 1.088
7 H 1.711 1.906 0.074  C5 1.088
8 H -1.803 0.236 1.423  C6 1.091
9 H 1.818 -1.811 0.655  N1 1.013
10 H -0.405 1.203 -0.834  N3 1.022
11 H -2.631 1.117 0.119  C6 1.101
12 H 2.857 0.624 0.488  C5 1.086
13 H -1.884 -0.719 -1.348  N2 1.018
14 H 0.472 -2.023 -0.270  N1 1.014
15 H 2.296 0.793 -1.179  C5 1.085
16 H -3.179 -0.510 0.598  C6 1.088
17 H 0.528 0.044 1.199  C4 1.119

Properties
* gap between HOMO and LUMO: 9.9 eV
* SMILES string: CNN[C@H](C)N
* lowest unoccupied orbital energy: 1.1 eV
* highest occupied orbital energy: -8.79 eV
* total charge: 0

***

Which is most stable, and by how much? run a, by 0.0056 hartree.

***

Run a
ORCA calculation (ωB97M-V/def2-TZVPD) on a cluster of 2 separate species, C3H11N3 in total.

Bonds (Å) are listed after each position.
CARTESIAN COORDINATES (ANGSTROEM)
1 N 3.036 1.708 1.581  C6 1.461, H8 1.020, H16 1.016
2 N -1.703 -0.933 -1.036  C5 1.395, H9 1.007, H10 1.009
3 N 1.864 0.464 -0.142  C6 1.449, H7 1.008, H13 1.011
4 C -4.096 -1.104 -0.534  C5 1.330, H12 1.096, H14 1.085
5 C -2.964 -1.528 -1.090  N2 1.395, C4 1.330, H15 1.148
6 C 3.020 0.521 0.729  N1 1.461, N3 1.449, H11 1.099, H17 1.105
7 H 1.068 0.954 0.233  N3 1.008
8 H 2.237 2.052 2.114  N1 1.020
9 H -1.896 -0.053 -0.584  N2 1.007
10 H -0.889 -1.494 -0.836  N2 1.009
11 H 2.916 -0.304 1.447  C6 1.099
12 H -4.258 -0.283 0.173  C4 1.096
13 H 2.029 0.811 -1.078  N3 1.011
14 H -4.997 -1.442 -1.036  C4 1.085
15 H -2.940 -2.512 -1.680  C5 1.148
16 H 3.607 2.548 1.580  N1 1.016
17 H 3.963 0.595 0.158  C6 1.105

Properties
* gap between HOMO and LUMO: 9.4 eV
* SMILES string: C=CN.NCN
* lowest unoccupied orbital energy: 1.0 eV
* highest occupied orbital energy: -8.33 eV
* total charge: 0

***

Run b
ORCA calculation (ωB97M-V/def2-TZVPD) on a cluster of 2 separate species, C3H11N3 in total.

Bonds (Å) are listed after each position.
CARTESIAN COORDINATES (ANGSTROEM)
1 N 1.607 -1.714 -0.071  N2 1.363, H17 0.991
2 N 1.446 -0.368 -0.221  N1 1.363, N3 1.371, C4 1.326
3 N 1.010 0.180 -1.399  N2 1.371, H8 1.032, H12 1.053
4 C 1.635 0.514 0.751  N2 1.326, C5 1.463, H11 1.040
5 C 1.504 1.961 0.575  C4 1.463, H7 1.114, H10 1.154, H13 1.081
6 C -2.107 -1.599 0.530  H9 1.115, H14 1.114, H15 1.069, H16 1.157
7 H 1.805 2.504 1.501  C5 1.114
8 H 1.649 0.949 -1.656  N3 1.032
9 H -2.516 -2.192 -0.322  C6 1.115
10 H 2.040 2.259 -0.403  C5 1.154
11 H 2.001 0.080 1.623  C4 1.040
12 H 0.796 -0.541 -2.136  N3 1.053
13 H 0.472 2.055 0.267  C5 1.081
14 H -1.470 -2.282 1.137  C6 1.114
15 H -1.631 -0.688 0.236  C6 1.069
16 H -3.002 -1.267 1.183  C6 1.157
17 H 1.729 -2.149 0.810  N1 0.991

Properties
* gap between HOMO and LUMO (alpha / beta): 8.0 / 8.0 eV
* lowest unoccupied orbital energy (alpha / beta): 0.8 / 0.8 eV
* highest occupied orbital energy (alpha / beta): -7.20 / -7.20 eV
* total charge: 0

***

Which is most stable, and by how much? run a, by 0.0826 hartree.

***

Run a
ORCA calculation (ωB97M-V/def2-TZVPD) on a cluster of 2 separate species, C3H11N3 in total.

Bonds (Å) are listed after each position.
CARTESIAN COORDINATES (ANGSTROEM)
1 N 2.175 -1.231 0.844  C6 1.459, H10 1.011, H13 1.011
2 N -2.079 0.182 -0.369  C4 1.480, C5 1.252
3 N 1.286 0.163 -1.003  C6 1.435, H8 1.005, H17 1.008
4 C -1.432 1.509 -0.264  N2 1.480, H9 1.080, H11 1.083, H12 1.085
5 C -2.228 -0.763 0.439  N2 1.252, H7 1.096, H15 1.085
6 C 1.109 -0.391 0.309  N1 1.459, N3 1.435, H14 1.100, H16 1.089
7 H -1.861 -0.714 1.471  C5 1.096
8 H 1.325 -0.397 -1.836  N3 1.005
9 H -0.372 1.474 -0.063  C4 1.080
10 H 2.435 -1.987 0.225  N1 1.011
11 H -1.574 1.893 -1.266  C4 1.083
12 H -2.063 2.126 0.369  C4 1.085
13 H 2.981 -0.656 1.047  N1 1.011
14 H 0.992 0.404 1.060  C6 1.100
15 H -2.685 -1.677 0.075  C5 1.085
16 H 0.166 -0.921 0.184  C6 1.089
17 H 1.826 0.986 -1.221  N3 1.008

Properties
* gap between HOMO and LUMO: 9.7 eV
* SMILES string: C=NC.NCN
* lowest unoccupied orbital energy: 1.0 eV
* highest occupied orbital energy: -8.65 eV
* total charge: 0

***

Run b
ORCA calculation (ωB97M-V/def2-TZVPD) on the molecule C3H11N3.

Bonds (Å) are listed after each position.
CARTESIAN COORDINATES (ANGSTROEM)
1 N -2.111 -0.270 -1.782  N2 1.406, H8 0.979, H15 1.027
2 N -1.510 0.450 -0.735  N1 1.406, N3 1.377, H11 1.048
3 N -0.272 -0.023 -0.359  N2 1.377, C5 1.392, C6 1.650
4 C 0.844 -0.697 1.827  C6 1.508, H7 1.090, H16 1.152, H17 1.135
5 C 0.789 0.398 -1.156  N3 1.392, H9 1.025, H10 1.025, H13 1.132
6 C -0.047 0.363 1.230  N3 1.650, C4 1.508, H12 1.213, H14 1.083
7 H 0.692 -0.636 2.905  C4 1.090
8 H -2.246 -1.207 -1.531  N1 0.979
9 H 1.583 -0.242 -1.056  C5 1.025
10 H 0.489 0.328 -2.133  C5 1.025
11 H -1.442 1.357 -1.255  N2 1.048
12 H -1.166 0.373 1.698  C6 1.213
13 H 1.115 1.482 -1.164  C5 1.132
14 H 0.369 1.362 1.224  C6 1.083
15 H -1.574 -0.208 -2.656  N1 1.027
16 H 1.892 -0.263 1.625  C4 1.152
17 H 0.530 -1.559 1.159  C4 1.135

Properties
* gap between HOMO and LUMO: 10.0 eV
* SMILES string: CCN(C)NN
* lowest unoccupied orbital energy: 1.1 eV
* highest occupied orbital energy: -8.87 eV
* total charge: 0

***

Which is most stable, and by how much? run a, by 0.0626 hartree.

***

Run a
ORCA calculation (ωB97M-V/def2-TZVPD) on a cluster of 2 separate species, CH7N6 in total.

Bonds (Å) are listed after each position.
CARTESIAN COORDINATES (ANGSTROEM)
1 N -0.871 0.469 0.318  N4 1.358, N6 1.324, H14 1.031
2 N 2.507 -0.258 -0.036  N5 1.191, C7 1.281
3 N -1.463 -1.326 -0.239  H9 1.013, H12 1.018
4 N -1.678 1.417 -0.223  N1 1.358, H11 1.017, H13 1.013
5 N 3.656 0.051 -0.069  N2 1.191, H10 1.032
6 N 0.376 0.574 -0.117  N1 1.324, C7 1.312
7 C 1.334 -0.112 0.459  N2 1.281, N6 1.312, H8 1.097
8 H 1.145 -0.787 1.304  C7 1.097
9 H -1.822 -1.196 -1.177  N3 1.013
10 H 4.254 -0.532 -0.675  N5 1.032
11 H -1.454 1.602 -1.197  N4 1.017
12 H -2.256 -1.504 0.374  N3 1.018
13 H -2.669 1.318 -0.035  N4 1.013
14 H -1.060 0.285 1.314  N1 1.031

Properties
* gap between HOMO and LUMO (alpha / beta): 8.1 / 8.1 eV
* lowest unoccupied orbital energy (alpha / beta): -5.2 / -5.0 eV
* highest occupied orbital energy (alpha / beta): -13.28 / -13.12 eV
* total charge: +1

***

Run b
ORCA calculation (ωB97M-V/def2-TZVPD) on the ion CH7N6 with charge +1.

Bonds (Å) are listed after each position.
CARTESIAN COORDINATES (ANGSTROEM)
1 N -1.285 1.422 1.011  N3 1.402, N5 1.449, H12 1.023
2 N 0.780 -0.111 -1.323  N4 1.356, N6 1.397, H13 0.967
3 N -0.141 1.366 0.204  N1 1.402, N6 1.380, H8 1.017
4 N 1.515 -1.251 -1.318  N2 1.356, H9 1.094, H14 0.994
5 N -1.434 0.031 1.390  N1 1.449, C7 1.307, H11 1.016
6 N 0.092 0.044 -0.117  N2 1.397, N3 1.380, C7 1.341
7 C -0.652 -0.738 0.678  N5 1.307, N6 1.341, H10 1.149
8 H 0.568 1.681 0.860  N3 1.017
9 H 2.606 -1.265 -1.394  N4 1.094
10 H -0.459 -1.864 0.795  C7 1.149
11 H -1.981 -0.170 2.223  N5 1.016
12 H -2.032 1.899 0.501  N1 1.023
13 H 1.123 0.788 -1.416  N2 0.967
14 H 1.300 -1.833 -2.094  N4 0.994

Properties
* gap between HOMO and LUMO: 9.2 eV
* SMILES string: NNN1C=[NH+]NN1
* lowest unoccupied orbital energy: -3.8 eV
* highest occupied orbital energy: -13.03 eV
* total charge: +1

***

Which is most stable, and by how much? run b, by 0.0508 hartree.